{"formula": "C6H10O2", "method": "the ωB97M-V functional and the def2-TZVPD basis", "largest_force_ev_per_a": 2.53, "gap_ev": 9.71, "de_lowest_kcal_mol": 41.5, "elements": ["C", "C", "C", "C", "C", "C", "O", "O", "H", "H", "H", "H", "H", "H", "H", "H", "H", "H"], "positions_angstrom": [[1.3230, 0.2006, -0.3042], [1.8159, -1.0967, -0.9355], [-2.5152, -0.4958, 0.3550], [-0.2556, 1.9594, 1.1790], [-0.0622, -0.0481, 0.3784], [-1.2368, -0.0492, -0.2668], [2.2813, 0.6114, 0.6445], [-0.4242, 2.8363, 0.4642], [1.9064, 1.2927, 1.2119], [1.2076, 0.9719, -1.0827], [0.0227, -0.5394, 1.3369], [-1.3137, 0.3906, -1.2528], [1.1820, -1.3551, -1.7826], [1.7830, -1.9049, -0.2046], [2.8459, -0.9650, -1.2653], [-3.1538, 0.3622, 0.5733], [-2.3275, -1.0298, 1.2819], [-3.0789, -1.1410, -0.3306]], "mulliken_charge": [0.46, -1.37, -1.24, 0.03, -0.48, 0.14, -0.54, -0.21, 0.35, 0.26, 0.19, 0.36, 0.34, 0.35, 0.38, 0.30, 0.34, 0.34]}